A) Formula: C5H11NO
Source: the OMol25 dataset
Level of theory: the ωB97M-V functional and the def2-TZVPD basis

```
! wB97M-V def2-TZVPD RIJCOSX def2/J DEFGRID3
* xyz -1 2
C 1.922 -1.723 -0.552
C 0.898 -0.726 -1.325
C -0.280 -0.353 -0.665
C -1.136 0.653 -0.747
N -1.981 1.320 0.229
C -2.299 0.474 1.208
H 1.497 -2.726 -0.756
H 3.003 -1.402 -0.825
H 1.740 -1.683 0.521
H 1.525 0.259 -1.543
H 0.774 -1.251 -2.287
H -0.390 -1.140 0.057
H -1.216 1.278 -1.729
H -2.047 0.361 2.282
H -3.015 -0.280 0.858
H 0.670 2.255 2.496
H -0.310 2.430 1.314
O 0.644 2.254 1.464
*
```

Properties
HOMO energy (alpha / beta)   -1.1097 / -2.0717 eV

=====

B) Formula: C5H11NO
Source: the OMol25 dataset
Level of theory: the ωB97M-V functional and the def2-TZVPD basis

```
! wB97M-V def2-TZVPD RIJCOSX def2/J DEFGRID3
* xyz -1 2
C -0.146 0.995 1.295
C 0.546 0.483 2.556
C 0.334 0.740 -0.232
N 0.083 -0.384 -0.966
C 0.556 -0.222 -2.325
C -0.996 -1.433 -0.741
O 0.477 1.754 -0.865
H -0.160 2.020 1.342
H -1.151 0.687 1.163
H 1.598 0.752 2.572
H -0.025 0.501 3.409
H 0.738 -0.586 2.452
H 1.519 0.432 -2.160
H 0.838 -1.185 -2.755
H -0.240 0.293 -2.956
H -2.063 -1.090 -1.275
H -0.521 -2.460 -0.812
H -1.386 -1.296 0.297
*
```

Properties
HOMO energy (alpha / beta)   1.1380 / -5.4034 eV

=====

Relative energies with respect to the most stable structure, expressed in hartree: A) 0.0376; B) 0.0000.

=====

A) Formula: CH4NOP
Source: the OMol25 dataset
Level of theory: the ωB97M-V functional and the def2-TZVPD basis

```
! wB97M-V def2-TZVPD RIJCOSX def2/J DEFGRID3
* xyz 0 1
C 0.127 0.682 -0.128
N 1.091 -0.353 -0.241
O -1.964 -1.221 0.426
P -1.533 0.118 0.840
H 0.688 -1.305 -0.560
H 1.395 -0.688 0.695
H 0.511 1.774 0.165
H -0.315 0.993 -1.196
*
```

Properties
HOMO energy   -8.4939 eV
Structure (SMILES)   NCP=O

=====

B) Formula: CH4NOP
Source: the OMol25 dataset
Level of theory: the ωB97M-V functional and the def2-TZVPD basis

```
! wB97M-V def2-TZVPD RIJCOSX def2/J DEFGRID3
* xyz 0 1
C -0.341 1.676 -0.027
N 0.815 1.904 0.088
O 1.857 2.186 0.586
P 0.075 -2.043 -0.169
H -1.051 1.469 -0.780
H 0.273 -0.786 0.344
H -1.067 -1.740 -0.873
H -0.561 -2.666 0.830
*
```

Properties
HOMO energy   -9.7324 eV
Structure (SMILES)   C#[N+][O-].P

=====

Relative energies with respect to the most stable structure, expressed in hartree: A) 0.0000; B) 0.1085.

=====

A) Formula: H2KO
Source: the OMol25 dataset
Level of theory: the ωB97M-V functional and the def2-TZVPD basis

```
! wB97M-V def2-TZVPD RIJCOSX def2/J DEFGRID3
* xyz 1 1
O -0.482 0.018 -0.082
H -0.362 -0.860 0.346
H -0.878 -0.186 -0.959
K 1.721 1.027 0.695
*
```

Properties
HOMO energy   -16.9323 eV

=====

B) Formula: H2KO
Source: the OMol25 dataset
Level of theory: the ωB97M-V functional and the def2-TZVPD basis

```
! wB97M-V def2-TZVPD RIJCOSX def2/J DEFGRID3
* xyz 1 1
K -1.969 1.365 -0.470
O 0.443 -0.311 -0.130
H 0.191 -0.388 0.795
H 1.335 -0.666 -0.195
*
```

Properties
HOMO energy   -16.2836 eV

=====

C) Formula: H2KO
Source: the OMol25 dataset
Level of theory: the ωB97M-V functional and the def2-TZVPD basis

```
! wB97M-V def2-TZVPD RIJCOSX def2/J DEFGRID3
* xyz 1 1
O 0.177 0.413 0.386
H 0.824 -0.248 0.051
H 0.479 1.269 0.007
K -1.480 -1.434 -0.444
*
```

Properties
HOMO energy   -16.8957 eV

=====

Relative energies with respect to the most stable structure, expressed in hartree: A) 0.0000; B) 0.0026; C) 0.0057.

=====

A) Formula: C6H16NS
Source: the OMol25 dataset
Level of theory: the ωB97M-V functional and the def2-TZVPD basis

```
! wB97M-V def2-TZVPD RIJCOSX def2/J DEFGRID3
* xyz 1 1
C 2.652 -1.103 0.561
C -0.871 1.508 -0.943
C -0.355 -0.797 -1.387
C -2.450 -0.038 -0.179
C 2.391 0.337 0.673
C -0.237 -0.083 0.937
N -1.000 0.100 -0.336
S -0.820 1.208 2.009
H 2.370 -1.474 -0.367
H 2.084 -1.860 1.140
H 3.753 -1.257 0.966
H -0.882 1.643 -2.010
H -1.713 1.964 -0.614
H 0.075 2.107 -0.588
H -0.744 -1.772 -1.201
H -0.619 -0.540 -2.466
H 0.650 -1.128 -1.245
H -2.667 -1.184 -0.187
H -2.807 0.531 0.670
H -3.155 0.326 -0.993
H 1.951 0.921 -0.171
H 2.816 0.836 1.474
H -0.296 -1.086 1.144
H -0.130 0.840 3.114
*
```

Properties
HOMO energy (alpha / beta)   -12.1994 / -11.5179 eV

=====

B) Formula: C6H16NS
Source: the OMol25 dataset
Level of theory: the ωB97M-V functional and the def2-TZVPD basis

```
! wB97M-V def2-TZVPD RIJCOSX def2/J DEFGRID3
* xyz 1 1
C 1.720 -1.594 -1.976
C 1.589 -1.430 -0.490
C -0.122 -2.061 1.140
N 0.344 -2.155 -0.012
H 2.121 -2.566 -2.306
H 0.844 -1.409 -2.588
H 2.461 -0.918 -2.338
H 2.313 -1.922 0.106
H 1.420 -0.416 -0.160
H -1.098 -2.562 1.433
H 0.325 -1.331 1.848
H -0.024 -2.902 -0.603
C 0.564 2.302 0.314
C -0.681 1.452 0.058
C -1.811 1.707 1.017
S -3.172 0.528 0.634
H 1.352 1.969 -0.395
H 0.910 2.290 1.371
H 0.360 3.355 0.085
H -1.036 1.710 -0.949
H -0.393 0.369 0.057
H -2.181 2.725 0.865
H -1.518 1.600 2.089
H -4.289 1.256 0.799
*
```

Properties
HOMO energy   -12.0388 eV

=====

Relative energies with respect to the most stable structure, expressed in hartree: A) 0.1781; B) 0.0000.

=====

A) Formula: C11H17N4
Source: the OMol25 dataset
Level of theory: the ωB97M-V functional and the def2-TZVPD basis

```
! wB97M-V def2-TZVPD RIJCOSX def2/J DEFGRID3
* xyz 1 1
C 0.679 -3.874 -1.270
C -0.341 -2.443 0.573
N 0.608 -2.772 1.471
N -0.512 -3.032 -0.665
N -1.147 -1.452 0.813
H 1.413 -3.396 1.184
H 0.789 -2.318 2.351
H -1.001 -2.608 -1.384
H -1.883 -1.029 0.371
H -1.367 -1.045 1.712
H 0.903 -4.853 -0.734
H 1.637 -3.321 -1.520
H 0.292 -4.431 -2.208
C -0.011 2.553 2.792
C -0.255 1.836 0.160
C 0.476 2.147 1.375
C 0.667 1.092 -0.648
C 1.845 1.779 1.012
C -1.583 1.976 -0.254
C -1.976 1.522 -1.501
C -0.949 0.924 -2.407
C 0.292 0.645 -1.945
N 1.960 1.235 -0.260
H -2.181 2.421 0.510
H -3.049 1.621 -1.684
H -1.447 0.869 -3.359
H -0.279 3.579 3.002
H 0.848 2.714 3.428
H 2.838 2.028 1.479
H 2.777 0.931 -0.635
H 1.095 0.159 -2.539
H -0.807 1.871 3.180
*
```

Properties
HOMO energy   -10.5935 eV

=====

B) Formula: C11H17N4
Source: the OMol25 dataset
Level of theory: the ωB97M-V functional and the def2-TZVPD basis

```
! wB97M-V def2-TZVPD RIJCOSX def2/J DEFGRID3
* xyz 1 1
C 0.409 -3.310 -1.867
C 1.337 -1.793 -0.193
N 0.582 -2.869 -0.468
N 1.925 -1.096 -1.167
N 1.503 -1.385 1.048
H 0.701 -3.645 0.169
H 1.703 -1.148 -2.146
H 2.099 -0.123 -0.923
H 1.042 -1.868 1.805
H 1.902 -0.494 1.284
H 0.102 -4.353 -1.809
H 1.337 -3.280 -2.429
H -0.411 -2.757 -2.306
C -0.800 2.084 -2.472
C -0.058 1.197 1.067
C -0.938 1.263 -0.024
C -0.289 2.028 -1.073
C 0.971 2.282 -0.619
C -0.388 0.643 2.292
C -1.669 0.121 2.431
C -2.200 0.676 0.128
C -2.541 0.086 1.330
N 1.174 1.676 0.619
H 1.917 1.948 1.255
H 0.272 0.690 3.150
H 1.695 2.973 -1.016
H -1.903 -0.355 3.370
H -2.944 0.921 -0.619
H -1.883 1.939 -2.485
H -0.331 1.494 -3.250
H -3.365 -0.615 1.405
H -0.799 3.117 -2.857
*
```

Properties
HOMO energy   -11.1608 eV

=====

Relative energies with respect to the most stable structure, expressed in hartree: A) 0.0923; B) 0.0000.

=====

A) Formula: CH4N3O
Source: the OMol25 dataset
Level of theory: the ωB97M-V functional and the def2-TZVPD basis

```
! wB97M-V def2-TZVPD RIJCOSX def2/J DEFGRID3
* xyz 1 1
C -0.474 -0.359 0.086
N 2.010 0.463 0.049
N -0.082 1.060 -0.012
N -1.675 -0.689 -0.295
O 1.140 1.312 0.091
H 0.357 -0.907 0.685
H 2.953 0.899 0.302
H -2.050 -1.628 0.109
H -2.180 -0.152 -1.014
*
```

Properties
HOMO energy (alpha / beta)   -15.5549 / -15.5550 eV

=====

B) Formula: CH4N3O
Source: the OMol25 dataset
Level of theory: the ωB97M-V functional and the def2-TZVPD basis

```
! wB97M-V def2-TZVPD RIJCOSX def2/J DEFGRID3
* xyz 1 1
C 1.257 0.073 -0.071
N -2.253 -0.653 0.267
N 0.441 0.905 0.519
N 2.024 -0.423 -0.858
O -1.350 -0.757 -0.498
H 0.702 1.366 1.414
H -0.533 0.709 0.316
H -2.690 -1.654 0.429
H 2.739 -1.024 -1.183
*
```

Properties
HOMO energy   -14.2588 eV

=====

Relative energies with respect to the most stable structure, expressed in hartree: A) 0.0772; B) 0.0000.